Here is a 2-piece molecular cluster, C5H15NOS overall in a non-equilibrium geometry from the Open Molecules 2025 dataset. Energies are from ωB97M-V/def2-TZVPD.

The geometry in XYZ format:
```
23
Properties=species:S:1:pos:R:3:forces:R:3:mulliken_charge:R:1
H 1.1192 -5.3329 0.6545 0.0 0.0 0.0 0.32
S 0.5226 -1.0752 2.1107 0.2 -0.1 0.2 -0.24
C -1.5770 0.4199 1.0021 1.0 0.6 -0.1 -0.57
H -0.8205 1.9627 -2.0461 0.3 0.0 -0.2 0.36
C 1.4979 1.9114 -0.5413 0.0 0.6 0.4 -1.12
H -1.8577 0.7390 2.0076 -0.5 -0.2 -0.1 0.34
H -0.6205 -1.2148 0.0158 0.2 0.1 0.1 0.25
H 2.2057 1.6739 -1.3269 0.0 -0.3 -0.2 0.35
H 0.3556 0.6705 -2.5682 0.1 0.2 -0.2 0.37
H -1.5702 -1.7505 1.3094 -0.4 0.0 0.4 0.43
H -0.0457 1.9137 1.3334 0.4 0.0 0.4 0.52
C -0.9125 -0.9405 1.0314 0.1 -0.3 -0.7 -0.65
O 1.0156 -5.3823 -0.3011 0.0 0.1 0.0 -0.64
C -0.6030 1.5197 0.5021 -0.4 -0.4 -0.1 -0.86
H -1.2002 2.3670 0.1286 0.0 0.0 -0.1 0.42
H 1.3678 -4.5473 -0.6268 0.0 0.0 0.0 0.32
H 1.2438 2.9743 -0.6475 -0.2 0.2 -0.3 0.38
H -1.1153 0.2524 -1.7401 -0.1 0.0 -0.1 0.32
N 0.3328 1.0506 -0.5141 0.2 0.4 0.0 0.09
C -0.3278 1.0077 -1.7971 -0.5 -0.5 0.2 -1.14
H 1.3923 -0.4777 1.2856 0.0 0.0 0.0 0.10
H 2.0108 1.8661 0.4153 0.2 -0.3 0.1 0.34
H -2.4137 0.3920 0.3127 -0.5 -0.1 0.2 0.31
```
Positions in Å, forces in eV/Å.

Its total energy is -727.6588 hartree. The HOMO energy is -8.88 eV. The energy above the lowest of the compared OMol25 structures with the same formula, charge and spin comes out at 70.8 kJ/mol. The value obtained for the orbital gap is 9.6 eV. As for the molecular weight: 137.248 g mol⁻¹. Its largest force on an atom is 1.128 eV/A. The SMILES is CN(C)CCCS.O.